# 1
# C22H43N5O3S2

5 unconnected molecules or ions with the total composition C22H43N5O3S2 (the ωB97M-V functional and the def2-TZVPD basis, the OMol25 dataset).

Values from the calculation:
HOMO level = -9.0 eV
E = -2159.88045 hartree
multiplicity = 1

Bonds (Å) are listed after each position.
Cartesian coordinates (Å):
1 C -0.34 0.97 -8.50  C28 1.463, N72 1.147
2 C -6.53 -3.18 -2.98  H18 1.092, C26 1.522, C58 1.534, H68 1.091
3 H -0.33 -1.11 -8.53  C28 1.092
4 H -0.62 3.49 0.21  C31 1.092
5 H 5.85 -0.54 5.90  C35 1.092
6 H 8.31 -0.71 6.40  C63 1.091
7 C 7.43 2.38 5.29  N41 1.147, C48 1.463
8 C -2.02 -3.29 3.88  C10 1.523, H21 1.092, H66 1.090, H70 1.091
9 C -0.78 3.09 2.31  O17 1.443, C31 1.520, H51 1.091, H65 1.091
10 C -3.31 -2.59 4.26  C8 1.523, H15 1.091, C20 1.534, H50 1.092
11 C -2.38 -0.43 -8.73  C28 1.533, H40 1.092, H52 1.091, C57 1.522
12 H 5.34 1.06 0.83  N46 1.016
13 H -0.68 -0.34 -10.08  C28 1.091
14 H -2.20 -1.21 -6.71  C57 1.092
15 H -3.46 -2.63 5.34  C10 1.091
16 C 3.04 2.94 0.28  O27 1.444, H34 1.088, C53 1.524, H75 1.094
17 O 0.31 3.98 2.62  C9 1.443, S42 1.597
18 H -7.17 -2.30 -3.02  C2 1.092
19 S -2.48 0.35 1.04  H36 1.337, C49 1.815
20 C -4.55 -3.21 3.59  C10 1.534, C33 1.462, H56 1.092, H64 1.091
21 H -2.05 -4.35 4.15  C8 1.092
22 H 6.40 1.29 2.02  N46 1.015
23 H 5.87 3.61 2.16  C61 1.088
24 H -7.47 -4.11 -4.71  C58 1.091
25 H -5.87 -4.74 -4.34  C58 1.092
26 C -5.16 -2.81 -2.44  C2 1.522, H30 1.087, H38 1.092, H71 1.092
27 O 1.94 3.62 0.93  C16 1.444, S42 1.632
28 C -0.88 -0.29 -9.01  C1 1.463, H3 1.092, C11 1.533, H13 1.091
29 H -2.43 0.54 -6.79  C57 1.092
30 H -5.23 -2.39 -1.44  C26 1.087
31 C -0.86 2.64 0.86  H4 1.092, C9 1.520, C49 1.527, H62 1.091
32 N -5.42 -2.20 -6.11  C54 1.147
33 C -4.46 -3.14 2.13  C20 1.462, N74 1.147
34 H 2.81 3.01 -0.78  C16 1.088
35 C 6.60 -0.51 5.11  H5 1.092, H45 1.090, H55 1.091, C63 1.523
36 H -1.59 -0.19 0.20  S19 1.337
37 H 4.49 2.61 2.54  C61 1.098
38 H -4.67 -2.08 -3.08  C26 1.092
39 H -3.03 2.62 1.04  C49 1.092
40 H -2.92 0.36 -9.24  C11 1.092
41 N 7.09 3.14 4.50  C7 1.147
42 S 1.81 3.43 2.54  O17 1.597, O27 1.632, O43 1.452
43 O 1.80 2.00 2.79  S42 1.452
44 H 4.29 4.62 0.75  C53 1.092
45 H 6.68 -1.52 4.70  C35 1.090
46 N 5.96 1.76 1.24  H12 1.016, H22 1.015, C61 1.471
47 H -2.42 2.14 -0.54  C49 1.088
48 C 7.86 1.37 6.26  C7 1.463, H60 1.091, C63 1.533, H67 1.092
49 C -2.24 2.08 0.53  S19 1.815, C31 1.527, H39 1.092, H47 1.088
50 H -3.25 -1.53 3.99  C10 1.092
51 H -0.74 2.23 2.99  C9 1.091
52 H -2.72 -1.38 -9.16  C11 1.091
53 C 4.41 3.55 0.58  C16 1.524, H44 1.092, C61 1.526, H73 1.094
54 C -5.89 -2.93 -5.36  N32 1.147, C58 1.463
55 H 6.22 0.14 4.32  C35 1.091
56 H -4.65 -4.26 3.88  C20 1.092
57 C -2.72 -0.41 -7.24  C11 1.522, H14 1.092, H29 1.092, H69 1.088
58 C -6.48 -3.83 -4.37  C2 1.534, H24 1.091, H25 1.092, C54 1.463
59 H 8.68 -0.01 4.83  C63 1.091
60 H 8.83 1.68 6.65  C48 1.091
61 C 5.17 2.90 1.73  H23 1.088, H37 1.098, N46 1.471, C53 1.526
62 H -0.11 1.88 0.67  C31 1.091
63 C 7.94 -0.03 5.64  H6 1.091, C35 1.523, C48 1.533, H59 1.091
64 H -5.46 -2.69 3.90  C20 1.091
65 H -1.67 3.68 2.56  C9 1.091
66 H -1.17 -2.84 4.40  C8 1.090
67 H 7.15 1.38 7.09  C48 1.092
68 H -7.02 -3.89 -2.30  C2 1.091
69 H -3.78 -0.55 -7.08  C57 1.088
70 H -1.83 -3.22 2.81  C8 1.091
71 H -4.51 -3.69 -2.38  C26 1.092
72 N 0.08 1.96 -8.11  C1 1.147
73 H 5.02 3.45 -0.31  C53 1.094
74 N -4.38 -3.02 1.00  C33 1.147
75 H 3.00 1.88 0.56  C16 1.094

# 2
# C6H14BrNO4P2S

C6H14BrNO4P2S in the gas phase in a non-equilibrium geometry (the ωB97M-V functional and the def2-TZVPD basis, the OMol25 dataset).

Values from the calculation:
HOMO level = -8.6 eV
SMILES = C[C@@H](Br)CN(C(=O)OP(C)C)P(O)(O)=S
E = -4247.76475 hartree
multiplicity = 1

Bonds (Å) are listed after each position.
Cartesian coordinates (Å):
1 Br -1.85 3.62 0.25  C24 1.952
2 H -0.48 1.47 2.33  C17 1.082
3 H 3.72 -2.03 -1.65  C25 1.088
4 O -1.58 -2.40 -0.03  P18 1.582, H19 0.962
5 C -0.16 0.30 -0.96  O6 1.357, N12 1.413, O26 1.220
6 O 0.69 -0.70 -1.31  C5 1.357, P10 1.713
7 C 2.68 -0.12 -3.22  P10 1.821, H15 1.085, H16 1.086, H21 1.078
8 O -1.85 -1.32 2.16  P18 1.596, H23 0.962
9 H 3.00 -2.01 -0.07  C25 1.077
10 P 2.28 -0.10 -1.45  O6 1.713, C7 1.821, C25 1.830
11 S 0.88 -2.06 1.63  P18 1.923
12 N -0.82 0.13 0.28  C5 1.413, P18 1.705, C28 1.472
13 H -3.31 2.06 1.47  C24 1.078
14 H -1.37 2.85 2.89  C17 1.081
15 H 2.39 -1.05 -3.70  C7 1.085
16 H 3.77 -0.07 -3.26  C7 1.086
17 C -1.48 1.86 2.48  H2 1.082, H14 1.081, C24 1.512, H29 1.083
18 P -0.81 -1.43 0.96  O4 1.582, O8 1.596, S11 1.923, N12 1.705
19 H -2.14 -2.98 0.50  O4 0.962
20 H -2.92 0.07 0.58  C28 1.081
21 H 2.28 0.74 -3.72  C7 1.078
22 H 4.32 -0.90 -0.46  C25 1.078
23 H -1.42 -0.86 2.89  O8 0.962
24 C -2.28 1.96 1.19  Br1 1.952, H13 1.078, C17 1.512, C28 1.533
25 C 3.43 -1.38 -0.83  H3 1.088, H9 1.077, P10 1.830, H22 1.078
26 O -0.36 1.25 -1.69  C5 1.220
27 H -2.43 1.09 -0.73  C28 1.079
28 C -2.15 0.76 0.26  N12 1.472, H20 1.081, C24 1.533, H27 1.079
29 H -2.01 1.28 3.22  C17 1.083

Which value of multiplicity does entry 2 give? 1

HOMO level of number 1 (C22H43N5O3S2)? -9.0 eV

Repeat the second record exactly.
# C6H14BrNO4P2S

C6H14BrNO4P2S in the gas phase in a non-equilibrium geometry (the ωB97M-V functional and the def2-TZVPD basis, the OMol25 dataset).

Values from the calculation:
HOMO level = -8.6 eV
SMILES = C[C@@H](Br)CN(C(=O)OP(C)C)P(O)(O)=S
E = -4247.76475 hartree
multiplicity = 1

Bonds (Å) are listed after each position.
Cartesian coordinates (Å):
1 Br -1.85 3.62 0.25  C24 1.952
2 H -0.48 1.47 2.33  C17 1.082
3 H 3.72 -2.03 -1.65  C25 1.088
4 O -1.58 -2.40 -0.03  P18 1.582, H19 0.962
5 C -0.16 0.30 -0.96  O6 1.357, N12 1.413, O26 1.220
6 O 0.69 -0.70 -1.31  C5 1.357, P10 1.713
7 C 2.68 -0.12 -3.22  P10 1.821, H15 1.085, H16 1.086, H21 1.078
8 O -1.85 -1.32 2.16  P18 1.596, H23 0.962
9 H 3.00 -2.01 -0.07  C25 1.077
10 P 2.28 -0.10 -1.45  O6 1.713, C7 1.821, C25 1.830
11 S 0.88 -2.06 1.63  P18 1.923
12 N -0.82 0.13 0.28  C5 1.413, P18 1.705, C28 1.472
13 H -3.31 2.06 1.47  C24 1.078
14 H -1.37 2.85 2.89  C17 1.081
15 H 2.39 -1.05 -3.70  C7 1.085
16 H 3.77 -0.07 -3.26  C7 1.086
17 C -1.48 1.86 2.48  H2 1.082, H14 1.081, C24 1.512, H29 1.083
18 P -0.81 -1.43 0.96  O4 1.582, O8 1.596, S11 1.923, N12 1.705
19 H -2.14 -2.98 0.50  O4 0.962
20 H -2.92 0.07 0.58  C28 1.081
21 H 2.28 0.74 -3.72  C7 1.078
22 H 4.32 -0.90 -0.46  C25 1.078
23 H -1.42 -0.86 2.89  O8 0.962
24 C -2.28 1.96 1.19  Br1 1.952, H13 1.078, C17 1.512, C28 1.533
25 C 3.43 -1.38 -0.83  H3 1.088, H9 1.077, P10 1.830, H22 1.078
26 O -0.36 1.25 -1.69  C5 1.220
27 H -2.43 1.09 -0.73  C28 1.079
28 C -2.15 0.76 0.26  N12 1.472, H20 1.081, C24 1.533, H27 1.079
29 H -2.01 1.28 3.22  C17 1.083